(1)
# C40H53F3N8O3S

A 9-piece molecular cluster, C40H53F3N8O3S overall (ωB97M-V with the def2-TZVPD basis set, the OMol25 dataset).

Values from the calculation:
Largest force on an atom   1.27 eV/A
Total charge   0
HOMO   -8.13 eV
Orbital gap   8.07 eV
SMILES string   C[C@@]1(CCC(F)(F)F)CCCOS1(=O)=O.c1cc[nH]c1.c1cc[nH]c1.c1cc[nH]c1.c1cc[nH]c1.c1cc[nH]c1.c1cc[nH]c1.c1cc[nH]c1.c1cc[nH]c1

Each atom is followed by the atoms it is bonded to, with distances in Å.
Positions of all 108 atoms, in Å:
1 C -1.21199 2.32296 0.59493  C2 1.545, H16 1.084, H17 1.089, H18 1.083
2 C -0.89045 0.88316 0.13528  C1 1.545, C3 1.528, C9 1.549, S13 1.797
3 C 0.55960 0.89214 -0.34672  C2 1.528, C4 1.541, H19 1.089, H20 1.087
4 C 1.17265 -0.42945 -0.84834  C3 1.541, C5 1.515, H21 1.087, H22 1.083
5 C 2.20834 -0.96935 0.11627  C4 1.515, F6 1.355, F7 1.355, F8 1.371
6 F 1.64888 -1.50460 1.22878  C5 1.355
7 F 3.10812 -0.03534 0.50989  C5 1.355
8 F 2.93125 -1.98016 -0.46257  C5 1.371
9 C -1.15156 -0.06379 1.33260  C2 1.549, C10 1.524, H23 1.088, H24 1.086
10 C -1.75738 -1.41455 0.97044  C9 1.524, C11 1.528, H25 1.088, H26 1.085
11 C -3.11486 -1.25924 0.28736  C10 1.528, O12 1.449, H27 1.082, H28 1.086
12 O -3.31241 0.03801 -0.32817  C11 1.449, S13 1.590
13 S -2.05858 0.51707 -1.17967  C2 1.797, O12 1.590, O14 1.439, O15 1.428
14 O -1.64575 -0.58031 -2.01384  S13 1.439
15 O -2.46431 1.70918 -1.85232  S13 1.428
16 H -1.36789 2.99403 -0.24165  C1 1.084
17 H -0.35294 2.70117 1.14709  C1 1.089
18 H -2.07864 2.35607 1.24418  C1 1.083
19 H 1.13048 1.20315 0.52638  C3 1.089
20 H 0.69443 1.68604 -1.07631  C3 1.087
21 H 1.71769 -0.23078 -1.76744  C4 1.087
22 H 0.44154 -1.21317 -1.00225  C4 1.083
23 H -1.84204 0.42259 2.01784  C9 1.088
24 H -0.21892 -0.17721 1.87652  C9 1.086
25 H -1.92253 -1.95669 1.89865  C10 1.088
26 H -1.06478 -1.99736 0.37169  C10 1.085
27 H -3.90832 -1.37457 1.01401  C11 1.082
28 H -3.21670 -2.01428 -0.48588  C11 1.086
29 N -1.45136 0.54195 5.40815  C30 1.369, C33 1.370, H34 1.002
30 C -2.06839 1.73865 5.65623  N29 1.369, C31 1.369, H35 1.077
31 C -3.30797 1.47006 6.17066  C30 1.369, C32 1.422, H36 1.077
32 C -3.44430 0.05652 6.23660  C31 1.422, C33 1.369, H37 1.077
33 C -2.28231 -0.48824 5.76097  N29 1.370, C32 1.369, H38 1.076
34 H -0.53194 0.43650 5.02426  N29 1.002
35 H -1.57575 2.67218 5.44438  C30 1.077
36 H -4.03839 2.20383 6.46586  C31 1.077
37 H -4.29873 -0.49452 6.59128  C32 1.077
38 H -1.97715 -1.51374 5.64266  C33 1.076
39 N 4.14629 -4.54669 -1.88258  C40 1.367, C43 1.369, H44 1.002
40 C 5.25879 -4.33154 -2.64781  N39 1.367, C41 1.369, H45 1.076
41 C 5.82882 -5.54872 -2.90865  C40 1.369, C42 1.422, H46 1.077
42 C 5.02532 -6.53718 -2.27588  C41 1.422, C43 1.369, H47 1.077
43 C 3.99452 -5.88725 -1.65287  N39 1.369, C42 1.369, H48 1.076
44 H 3.53646 -3.82704 -1.54556  N39 1.002
45 H 5.54334 -3.33522 -2.93905  C40 1.076
46 H 6.72070 -5.71555 -3.48936  C41 1.077
47 H 5.18581 -7.60183 -2.28040  C42 1.077
48 H 3.17021 -6.26155 -1.07107  C43 1.076
49 N 8.94965 -1.52690 -3.76261  C50 1.367, C53 1.368, H54 1.002
50 C 8.01612 -2.15771 -2.98850  N49 1.367, C51 1.369, H55 1.076
51 C 7.40201 -1.20836 -2.21590  C50 1.369, C52 1.422, H56 1.078
52 C 7.98749 0.04594 -2.54217  C51 1.422, C53 1.369, H57 1.077
53 C 8.93835 -0.18465 -3.49934  N49 1.368, C52 1.369, H58 1.076
54 H 9.55134 -1.98004 -4.42355  N49 1.002
55 H 7.87269 -3.22229 -3.05034  C50 1.076
56 H 6.62189 -1.39238 -1.49571  C51 1.078
57 H 7.73993 1.00590 -2.12155  C52 1.077
58 H 9.60299 0.48781 -4.01306  C53 1.076
59 N 1.23569 -2.85640 -3.82684  C60 1.368, C63 1.370, H64 1.001
60 C 0.16719 -2.43766 -4.57179  N59 1.368, C61 1.369, H65 1.077
61 C 0.16436 -3.16419 -5.73252  C60 1.369, C62 1.424, H66 1.077
62 C 1.27821 -4.05030 -5.68700  C61 1.424, C63 1.368, H67 1.077
63 C 1.91616 -3.83925 -4.49595  N59 1.370, C62 1.368, H68 1.077
64 H 1.48555 -2.49270 -2.92784  N59 1.001
65 H -0.49450 -1.66849 -4.20978  C60 1.077
66 H -0.55302 -3.06843 -6.52982  C61 1.077
67 H 1.57342 -4.75978 -6.44106  C62 1.077
68 H 2.79739 -4.28706 -4.06873  C63 1.077
69 N 2.33470 5.21776 2.06968  C70 1.368, C73 1.367, H74 1.003
70 C 2.12809 4.34378 3.10128  N69 1.368, C71 1.369, H75 1.077
71 C 1.47248 5.01589 4.09782  C70 1.369, C72 1.422, H76 1.077
72 C 1.27535 6.34954 3.64690  C71 1.422, C73 1.369, H77 1.077
73 C 1.81697 6.44139 2.39274  N69 1.367, C72 1.369, H78 1.076
74 H 2.79706 5.00068 1.20617  N69 1.003
75 H 2.46499 3.32284 3.03732  C70 1.077
76 H 1.16836 4.60052 5.04390  C71 1.077
77 H 0.79155 7.14836 4.18251  C72 1.077
78 H 1.87819 7.26781 1.70640  C73 1.076
79 N 4.15637 3.88630 -1.72623  C80 1.370, C83 1.370, H84 1.002
80 C 3.25622 4.25134 -2.69251  N79 1.370, C81 1.368, H85 1.077
81 C 3.74765 5.36178 -3.32221  C80 1.368, C82 1.422, H86 1.077
82 C 4.99326 5.67878 -2.71422  C81 1.422, C83 1.368, H87 1.077
83 C 5.21895 4.75070 -1.73468  N79 1.370, C82 1.368, H88 1.076
84 H 4.05566 3.10310 -1.10903  N79 1.002
85 H 2.34967 3.69232 -2.84921  C80 1.077
86 H 3.26973 5.88857 -4.13036  C81 1.077
87 H 5.64821 6.49420 -2.96962  C82 1.077
88 H 6.03887 4.63026 -1.04795  C83 1.076
89 N -7.50947 0.24240 -1.65370  C90 1.364, C93 1.369, H94 1.003
90 C -6.42760 -0.30529 -1.02861  N89 1.364, C91 1.371, H95 1.072
91 C -6.89426 -1.23002 -0.12988  C90 1.371, C92 1.424, H96 1.079
92 C -8.31543 -1.23283 -0.21905  C91 1.424, C93 1.368, H97 1.077
93 C -8.66291 -0.31332 -1.16998  N89 1.369, C92 1.368, H98 1.076
94 H -7.46336 0.95154 -2.36098  N89 1.003
95 H -5.43095 0.00379 -1.27609  C90 1.072
96 H -6.28388 -1.84000 0.51738  C91 1.079
97 H -9.00082 -1.84031 0.34849  C92 1.077
98 H -9.62581 -0.00916 -1.54112  C93 1.076
99 N -7.85362 -1.02295 3.13969  C100 1.368, C103 1.365, H104 1.004
100 C -7.98133 -1.89478 4.18564  N99 1.368, C101 1.370, H105 1.077
101 C -8.55414 -1.21817 5.23004  C100 1.370, C102 1.421, H106 1.077
102 C -8.78197 0.11508 4.79329  C101 1.421, C103 1.370, H107 1.077
103 C -8.34013 0.20117 3.49935  N99 1.365, C102 1.370, H108 1.076
104 H -7.46289 -1.24353 2.24184  N99 1.004
105 H -7.65640 -2.91738 4.09852  C100 1.077
106 H -8.78547 -1.63170 6.19718  C101 1.077
107 H -9.22082 0.91680 5.36279  C102 1.077
108 H -8.33083 1.02433 2.80602  C103 1.076

---

(2)
# C40H53N7O14

A 8-piece molecular cluster, C40H53N7O14 overall (ωB97M-V with the def2-TZVPD basis set, the OMol25 dataset).

Values from the calculation:
Largest force on an atom   12.37 eV/A
Total charge   0
Energy above the lowest of the compared OMol25 structures with the same formula, charge and spin   67.4 kcal per mole
HOMO   -7.67 eV
Orbital gap   3.56 eV

Each atom is followed by the atoms it is bonded to, with distances in Å.
Positions of all 114 atoms, in Å:
1 C 1.47423 -15.49793 45.84490  C2 1.580, H12 1.129, H13 0.933, H14 1.154
2 C 0.35975 -14.63588 45.12977  C1 1.580, C3 1.542, N7 1.498, C11 1.586
3 C -0.03819 -13.37125 45.91807  C2 1.542, C4 1.549, H15 1.085, H16 1.168
4 C 1.13737 -12.36308 45.91402  C3 1.549, C5 1.443, H17 1.202, H18 1.009
5 C 1.31709 -11.89648 44.56048  C4 1.443, C6 1.625, H19 1.138, H20 1.162
6 C 1.74431 -13.08593 43.53879  C5 1.625, N7 1.422, C9 1.588, C10 1.550
7 N 1.01524 -14.27082 43.83358  C2 1.498, C6 1.422, O8 1.255
8 O 1.10813 -15.13961 42.93237  N7 1.255
9 C 3.29520 -13.42314 43.49620  C6 1.588, H21 1.191, H22 1.217, H23 1.165
10 C 1.32022 -12.55108 42.14772  C6 1.550, H24 1.164, H25 1.092, H26 1.095
11 C -0.99910 -15.43952 44.97745  C2 1.586, H27 1.212, H28 1.225, H29 1.207
12 H 2.41830 -14.92546 46.08242  C1 1.129
13 H 1.65230 -16.30992 45.42064  C1 0.933
14 H 1.01367 -15.92054 46.81516  C1 1.154
15 H -0.50541 -13.63178 46.86210  C3 1.085
16 H -0.94109 -12.80633 45.43757  C3 1.168
17 H 2.06929 -12.92719 46.42319  C4 1.202
18 H 1.03185 -11.50958 46.44174  C4 1.009
19 H 1.91308 -10.93153 44.65117  C5 1.138
20 H 0.29181 -11.43996 44.26109  C5 1.162
21 H 3.95250 -13.62242 44.46901  C9 1.191
22 H 4.12341 -12.62988 43.08906  C9 1.217
23 H 3.48605 -14.24018 42.68768  C9 1.165
24 H 1.27359 -13.33792 41.29094  C10 1.164
25 H 1.81142 -11.69112 41.68741  C10 1.092
26 H 0.27277 -12.26902 42.29970  C10 1.095
27 H -1.76965 -15.39327 45.91167  C11 1.212
28 H -0.75118 -16.61740 44.74923  C11 1.225
29 H -1.58419 -14.83669 44.11066  C11 1.207
30 C -2.10979 -11.33758 48.88388  O31 1.245, O32 1.375, O33 1.230
31 O -1.21356 -10.47411 48.84765  C30 1.245
32 O -3.39291 -10.96165 49.20665  C30 1.375, H34 1.041
33 O -1.81417 -12.50218 48.62034  C30 1.230
34 H -3.43062 -10.01450 49.63700  O32 1.041
35 C -3.54173 -14.55308 53.01494  C36 1.598, C40 1.405, H44 1.136
36 C -2.92931 -15.95712 53.47048  C35 1.598, C37 1.548, H45 1.111
37 C -2.13689 -16.89006 52.52347  C36 1.548, C38 1.529, H46 1.022
38 C -2.18244 -16.62634 51.01757  C37 1.529, C39 1.641, N41 1.430
39 C -2.76461 -15.16289 50.55711  C38 1.641, C40 1.571, H47 1.169
40 C -3.50643 -14.29333 51.63456  C35 1.405, C39 1.571, H48 1.071
41 N -1.61369 -17.52074 50.05803  C38 1.430, O42 1.269, O43 1.194
42 O -0.96089 -18.49171 50.55027  N41 1.269
43 O -1.60407 -17.25173 48.89431  N41 1.194
44 H -4.02427 -13.84927 53.76545  C35 1.136
45 H -3.05204 -16.10384 54.56535  C36 1.111
46 H -1.92423 -17.85726 52.77608  C37 1.022
47 H -2.87068 -14.78161 49.45736  C39 1.169
48 H -3.85735 -13.28391 51.56028  C40 1.071
49 C -2.71643 -6.92547 46.06612  C50 1.515, C54 1.365, H58 1.185
50 C -2.34804 -6.11491 44.84050  C49 1.515, C51 1.647, H59 1.100
51 C -0.77579 -6.40684 44.44499  C50 1.647, C52 1.528, H60 0.982
52 C 0.00225 -7.62119 44.94880  C51 1.528, C53 1.566, N55 1.436
53 C -0.70441 -8.52370 46.01573  C52 1.566, C54 1.520, H61 1.126
54 C -2.02832 -8.00109 46.54962  C49 1.365, C53 1.520, H62 1.095
55 N 1.32997 -7.84983 44.45288  C52 1.436, O56 1.270, O57 1.234
56 O 2.11041 -8.54415 45.17584  N55 1.270
57 O 1.71034 -7.24990 43.44384  N55 1.234
58 H -3.80833 -6.67203 46.45125  C49 1.185
59 H -2.76230 -5.19090 44.40995  C50 1.100
60 H -0.21111 -5.94096 43.78997  C51 0.982
61 H -0.25561 -9.33114 46.65879  C53 1.126
62 H -2.48097 -8.50071 47.41262  C54 1.095
63 C -6.37100 -14.65895 49.21307  C64 1.445, C68 1.463, H72 1.062
64 C -7.60061 -15.18136 48.66342  C63 1.445, C65 1.553, H73 1.125
65 C -8.45591 -14.32607 47.68904  C64 1.553, C66 1.517, H74 0.989
66 C -7.92129 -13.02918 47.11086  C65 1.517, C67 1.662, N69 1.470
67 C -6.40904 -12.59512 47.64526  C66 1.662, C68 1.480, H75 1.121
68 C -5.76246 -13.44441 48.67057  C63 1.463, C67 1.480, H76 1.029
69 N -8.64328 -12.17943 46.15255  C66 1.470, O70 1.238, O71 1.232
70 O -9.63111 -12.63358 45.56103  N69 1.238
71 O -8.05598 -11.13037 45.88341  N69 1.232
72 H -5.81834 -15.17970 49.95611  C63 1.062
73 H -8.26697 -16.05544 48.90506  C64 1.125
74 H -9.38212 -14.57348 47.44695  C65 0.989
75 H -6.05058 -11.56173 47.39759  C67 1.121
76 H -4.89694 -13.33344 49.21665  C68 1.029
77 C -0.93789 -8.71790 51.81357  C78 1.582, C82 1.358, H86 1.037
78 C -0.38832 -10.10108 52.34843  C77 1.582, C79 1.486, H87 1.018
79 C -0.12381 -10.33720 53.79154  C78 1.486, C80 1.566, H88 1.055
80 C -0.40773 -9.15593 54.77934  C79 1.566, C81 1.440, N83 1.450
81 C -0.76584 -7.85852 54.26624  C80 1.440, C82 1.563, H89 1.211
82 C -1.06921 -7.73276 52.73859  C77 1.358, C81 1.563, H90 1.192
83 N 0.08443 -9.17671 56.14302  C80 1.450, O84 1.321, O85 1.200
84 O 0.45145 -10.37193 56.57056  N83 1.321
85 O -0.23615 -8.31953 56.91989  N83 1.200
86 H -1.10475 -8.46158 50.82303  C77 1.037
87 H -0.18694 -10.85370 51.69262  C78 1.018
88 H 0.17460 -11.27317 54.17679  C79 1.055
89 H -0.87219 -6.89703 54.99447  C81 1.211
90 H -1.38608 -6.60719 52.50743  C82 1.192
91 C -3.73829 -13.40016 45.77559  O92 1.288, N93 1.409, H96 0.976
92 O -4.07452 -14.61244 45.49998  C91 1.288
93 N -3.83788 -12.54948 44.65725  C91 1.409, C94 1.478, C95 1.398
94 C -3.41860 -11.17007 44.98307  N93 1.478, H97 1.206, H98 1.124, H99 1.227
95 C -4.43178 -12.78605 43.41440  N93 1.398, H100 1.039, H101 1.167, H102 1.057
96 H -3.43298 -13.09363 46.65074  C91 0.976
97 H -2.91200 -10.87605 43.92869  C94 1.206
98 H -2.61674 -11.10446 45.76861  C94 1.124
99 H -4.37151 -10.45241 45.27123  C94 1.227
100 H -3.88995 -13.52870 42.92925  C95 1.039
101 H -4.39635 -11.99413 42.55763  C95 1.167
102 H -5.30321 -13.37939 43.49688  C95 1.057
103 C -4.60033 -7.56258 49.79625  O104 1.175, N105 1.411, H108 1.097
104 O -3.91995 -8.16256 50.54350  C103 1.175
105 N -4.31358 -6.34422 49.14537  C103 1.411, C106 1.440, C107 1.436
106 C -5.11877 -5.33409 48.50908  N105 1.440, H109 1.142, H110 1.137, H111 1.198
107 C -2.98326 -5.91264 49.46899  N105 1.436, H112 1.126, H113 1.054, H114 1.179
108 H -5.65273 -7.84157 49.66176  C103 1.097
109 H -5.52917 -5.76113 47.53260  C106 1.142
110 H -4.51565 -4.39030 48.31397  C106 1.137
111 H -6.05014 -4.88947 49.11708  C106 1.198
112 H -2.36093 -6.83642 49.30329  C107 1.126
113 H -2.69330 -5.26827 50.25111  C107 1.054
114 H -2.71856 -5.23722 48.53896  C107 1.179